[1]
8
Properties=species:S:1:pos:R:3:mulliken_charge:R:1 method="wB97M-V/def2-TZVPD" lumo_ev=0.1 orbital_gap_ev=9.786 energy_ha=-836.4390 de_lowest_kj_mol=102.87 multiplicity=1
C -0.0004 0.8324 0.0040 -0.984
C 0.0847 -0.6263 -0.1624 -0.229
Cl 1.7968 -1.2993 -0.0643 -0.165
I -1.0638 -1.5115 1.4367 0.095
H 0.5247 1.2508 0.8926 0.314
H -1.1561 1.0075 -0.0304 0.305
H 0.2868 1.5559 -0.8294 0.313
H -0.4728 -1.2096 -1.2467 0.350

---

[2]
8
Properties=species:S:1:pos:R:3:lowdin_spin:R:1 method="wB97M-V/def2-TZVPD" lumo_ev="1.2 / -3.4" orbital_gap_ev="6.494 / 7.297" s_squared=2.013 energy_ha=-593.2581 de_lowest_kj_mol=350.90 multiplicity=3
C 0.4954 -0.4732 -1.6092 1.357
C 0.0404 0.9966 0.8349 0.071
N 0.0273 -1.5172 -1.5702 0.462
Cl -1.2083 0.4488 2.0360 0.023
H 0.9710 0.4345 1.0929 0.004
H 0.3011 2.0827 0.9248 0.001
H -0.3472 0.5639 -0.1446 0.053
H -0.2797 -2.5361 -1.5646 0.029

---

[3]
9
Properties=species:S:1:pos:R:3:mulliken_charge:R:1 method="wB97M-V/def2-TZVPD" lumo_ev="-6.0 / -6.0" orbital_gap_ev="7.955 / 7.621" energy_ha=-647.8437 charge=+1 de_lowest_kj_mol=420.86 multiplicity=1
C -0.6386 -0.4358 0.1989 0.285
C -0.2658 -0.7441 -1.1353 -0.614
N 0.3170 0.9715 1.6176 0.272
N 1.3026 1.5292 1.7965 -0.244
Cl -2.1656 -0.6715 0.8079 0.045
H -0.9820 -0.0068 -1.5847 0.294
H 0.7929 -0.5312 -1.3544 0.266
H -0.5819 -1.7114 -1.6273 0.347
H 2.2214 1.6001 1.2806 0.348

---

[4]
10
Properties=species:S:1:pos:R:3:mulliken_charge:R:1 method="wB97M-V/def2-TZVPD" lumo_ev="-0.5 / -0.5" orbital_gap_ev="6.938 / 6.939" energy_ha=-989.5678 de_lowest_kj_mol=287.98 multiplicity=1
C -0.3157 0.2189 -0.8686 0.111
C -0.8127 -1.0405 -0.3885 -0.356
N -0.6501 1.2481 -0.1489 -0.568
N -1.7900 -1.0439 0.4604 0.129
P -2.8043 -0.4331 1.3591 -0.067
Cl 0.4458 -0.0194 2.9414 -0.269
H 0.3356 0.1748 -1.7828 0.315
H -0.0503 2.1766 -0.4009 0.216
H -0.4654 -2.0564 -0.9068 0.246
H 1.3875 -0.4992 2.1192 0.245

---

[5]
10
Properties=species:S:1:pos:R:3:lowdin_spin:R:1 method="wB97M-V/def2-TZVPD" lumo_ev="0.9 / -3.3" orbital_gap_ev="8.016 / 6.893" s_squared=2.019 energy_ha=-989.5067 de_lowest_kj_mol=200.48 multiplicity=3
C -0.0658 1.1674 0.5712 0.242
C -0.4076 0.2250 1.6841 0.137
N 0.3518 0.6355 -0.5067 0.173
N 0.4304 -0.7141 -0.4739 0.693
P 0.0068 -1.4151 0.8946 0.687
Cl 0.4846 -1.5963 -4.2958 0.000
H 0.6333 -1.2234 -3.0777 0.000
H -0.1487 2.2356 0.6553 0.009
H 0.1792 0.4072 2.5886 0.030
H -1.4639 0.2782 1.9603 0.028

---

[6]
11
Properties=species:S:1:pos:R:3:mulliken_charge:R:1 method="wB97M-V/def2-TZVPD" lumo_ev="-7.4 / -7.4" orbital_gap_ev="6.984 / 6.985" energy_ha=-1444.2908 charge=+1 de_lowest_kj_mol=204.62 multiplicity=1
C -1.2602 -0.1528 0.4449 1.075
C 0.1951 -0.4141 0.3426 -1.156
N -2.0019 -0.5410 1.3363 -0.428
N -1.6892 0.7718 -0.5286 -0.337
S -3.1030 1.7128 -0.1326 0.204
S -4.3081 0.2981 0.6257 0.262
Cl -4.4983 -1.3180 -0.5749 0.027
H 0.5799 -1.3443 0.6363 0.384
H 0.8011 0.2794 1.0434 0.304
H 0.5106 -0.5061 -0.7263 0.355
H -0.9578 1.2150 -1.0551 0.311

---

[7]
12
Properties=species:S:1:pos:R:3:mulliken_charge:R:1 method="wB97M-V/def2-TZVPD" lumo_ev="-0.3 / -1.6" orbital_gap_ev="8.672 / 6.840" energy_ha=-853.3014 de_lowest_kj_mol=579.08 multiplicity=1
C 0.3420 -1.2646 -0.3051 -0.530
C -0.7264 -0.5605 0.5270 0.243
N -0.0889 0.7083 -1.0977 -0.570
N -0.4173 0.7955 0.1478 0.087
N 1.6042 -0.9430 0.0938 0.937
O 1.6696 -0.0675 0.9843 -0.585
O 2.5759 -1.4141 -0.4826 -0.639
Cl -2.3784 -1.0275 0.0122 -0.202
H 0.1692 -2.0901 -0.9701 0.407
H -0.6548 -0.7274 1.6059 0.374
H 0.4923 1.4900 -1.4209 0.231
H -0.2533 1.5629 0.7961 0.246

---

[8]
9
Properties=species:S:1:pos:R:3:mulliken_charge:R:1 method="wB97M-V/def2-TZVPD" lumo_ev=-0.8 orbital_gap_ev=9.678 energy_ha=-668.6325 de_lowest_kj_mol=450.54 multiplicity=1
C 0.5493 -0.1435 -0.0626 0.411
C -0.6229 -0.8818 0.3263 -0.331
H -0.2273 1.9408 -0.0156 0.308
H 1.5917 1.5501 -1.0618 0.332
H -0.4636 -1.2047 1.3757 0.303
H -0.7990 -1.9357 -0.2141 0.301
N 0.6097 1.3218 0.2880 -0.551
O 1.6743 -0.7116 -0.3989 -0.556
Cl -2.3122 0.0646 -0.2369 -0.218

---

[9]
9
Properties=species:S:1:pos:R:3:mulliken_charge:R:1 method="wB97M-V/def2-TZVPD" lumo_ev=0.7 orbital_gap_ev=10.148 energy_ha=-991.6850 de_lowest_kj_mol=144.89 multiplicity=1
C -0.0478 0.9370 0.1995 0.114
C 0.7763 -0.3053 0.2567 -0.505
H -3.1063 0.0411 -0.9569 0.181
H 0.6241 1.7820 -0.1468 0.269
H 0.6869 -0.7416 1.2235 0.345
H 0.2790 -0.9571 -0.3826 0.341
N -1.2712 0.9894 -0.0345 -0.383
S -2.2736 -0.4894 -0.0067 -0.179
Cl 2.4953 -0.1771 -0.1250 -0.183

---

[10]
9
Properties=species:S:1:pos:R:3:mulliken_charge:R:1 method="wB97M-V/def2-TZVPD" lumo_ev=0.5 smiles=N[SiH2]C#CCl orbital_gap_ev=9.955 energy_ha=-882.9672 de_lowest_kj_mol=47.70 multiplicity=1
C 1.1232 -0.1808 -0.0892 -0.264
C 2.4589 -0.1285 -0.0247 0.313
N -1.4954 0.9009 0.2384 -0.527
Si -0.6840 -0.6202 0.0046 0.279
Cl 4.0490 0.2661 -0.0790 -0.138
H -1.1360 1.6551 -0.2986 0.260
H -2.5075 0.9191 0.1115 0.234
H -0.9380 -1.6150 -1.2247 -0.075
H -0.8702 -1.1967 1.3616 -0.081

---

[11]
11
Properties=species:S:1:pos:R:3:mulliken_charge:R:1 method="wB97M-V/def2-TZVPD" lumo_ev=0.5 smiles=O[C@]1(Cl)OCPO1 orbital_gap_ev=10.719 energy_ha=-1105.8433 de_lowest_kj_mol=0.00 multiplicity=1
C 1.0868 -0.8312 -0.6391 -0.594
C -0.1216 0.7076 0.6980 0.697
O 1.1038 0.3948 0.1402 -0.407
O -0.7805 -0.4129 1.0990 -0.337
O -0.7319 1.5005 -0.2523 -0.405
P -0.6874 -1.5798 -0.1318 0.081
Cl 0.3430 1.5921 2.1642 -0.178
H 0.9938 -0.5970 -1.6273 0.377
H 1.7620 -1.6104 -0.3803 0.367
H -1.5895 1.6232 0.1812 0.338
H -1.3784 -0.7869 -1.2518 0.061

---

[12]
12
Properties=species:S:1:pos:R:3:mulliken_charge:R:1 method="wB97M-V/def2-TZVPD" lumo_ev=5.4 orbital_gap_ev=7.579 energy_ha=-1181.2176 charge=-2 de_lowest_kj_mol=254.84 multiplicity=1
C 1.6351 0.1456 -1.4145 -0.923
C 0.5224 0.8700 1.2196 0.134
O 0.0893 -1.7888 -0.2848 -0.493
O 2.5420 -1.9693 0.0563 -0.699
O 1.1825 -0.0982 1.5822 -0.510
O -0.4788 0.9334 0.5559 -0.544
P 1.4852 -1.0698 -0.2434 0.943
Cl -10.9761 0.6682 -0.2591 -1.000
H 2.6540 0.4327 -1.4811 0.208
H 1.0575 1.0888 -1.3162 0.301
H 0.8115 1.9549 1.6510 0.245
H -0.5244 -1.1674 -0.0660 0.337

---

[13]
9
Properties=species:S:1:pos:R:3:mulliken_charge:R:1 method="wB97M-V/def2-TZVPD" lumo_ev=-0.8 smiles="O=PCl.C=C" orbital_gap_ev=9.630 energy_ha=-955.3931 de_lowest_kj_mol=34.11 multiplicity=1
C -1.5686 0.3605 0.3112 -0.356
C -0.8554 -0.5977 -0.2453 -0.745
O 2.5229 1.4157 -0.6635 -0.354
P 2.2200 0.6286 0.5109 0.534
Cl 2.5230 -1.3226 -0.0266 -0.192
H -2.1004 0.2177 1.2361 0.240
H -1.6570 1.3252 -0.1572 0.253
H -0.3308 -0.4569 -1.1767 0.382
H -0.7536 -1.5704 0.2112 0.239

---

[14]
9
Properties=species:S:1:pos:R:3:mulliken_charge:R:1 method="wB97M-V/def2-TZVPD" lumo_ev="-1.9 / -1.9" orbital_gap_ev="7.296 / 7.298" energy_ha=-955.3238 de_lowest_kj_mol=216.04 multiplicity=1
C -1.3055 -0.9514 0.4499 -0.618
C -0.3602 -0.3658 -0.2319 0.080
O 0.7546 1.8213 -0.7602 -0.396
P 0.7563 0.8238 0.5179 0.356
Cl 3.0329 -1.1712 0.3972 -0.538
H -2.0548 -1.3737 -0.0550 0.273
H -1.3884 -0.9563 1.5224 0.253
H -0.4139 -0.5265 -1.3659 0.246
H 0.9792 2.6999 -0.4743 0.344

---

[15]
9
Properties=species:S:1:pos:R:3:mulliken_charge:R:1 method="wB97M-V/def2-TZVPD" lumo_ev=0.4 orbital_gap_ev=9.873 energy_ha=-955.3646 de_lowest_kj_mol=108.88 multiplicity=1
C -0.4301 0.2715 0.6780 -0.353
C -0.2903 -0.7545 -0.4694 -0.554
O 0.8454 0.3465 1.2986 -0.437
P 1.5656 -0.3488 -0.2953 0.281
Cl 1.7673 1.4159 -1.1401 -0.161
H -0.6170 1.1467 0.1740 0.352
H -1.3195 0.1241 1.3969 0.290
H -0.6672 -1.8031 -0.3187 0.305
H -0.8543 -0.3982 -1.3241 0.276

---

[16]
52
Properties=species:S:1:pos:R:3:lowdin_spin:R:1 method="wB97M-V/def2-TZVPD" lumo_ev="-0.4 / -3.9" orbital_gap_ev="6.503 / 2.951" s_squared=0.761 energy_ha=-7931.3416 charge=-1 multiplicity=2
K -2.2373 -1.4879 -3.3262 0.000
K 3.2916 -3.6733 -2.9566 0.000
K 1.6986 -3.7159 2.0443 0.000
N -3.3774 0.8539 -3.6119 0.000
S -2.5690 2.2139 -3.2539 0.000
O -2.5798 2.4223 -1.8271 0.000
O -2.4508 3.2303 -4.2641 0.000
F -1.0784 1.5844 -3.4289 0.000
S -4.6945 1.3637 -3.1729 0.000
O -5.2224 2.5525 -3.8631 0.000
O -5.1639 1.1297 -1.8007 0.000
F -5.6677 0.2677 -3.9864 0.000
N 6.6804 -1.9923 0.7512 0.000
S 5.2695 -1.0189 0.7811 0.000
O 4.2690 -1.2736 1.8461 0.000
O 4.7918 -0.5535 -0.5135 0.000
F 5.9386 0.3418 1.3559 0.000
S 5.8905 -3.3270 0.6007 0.000
O 5.0260 -3.6426 -0.5129 0.000
O 5.5475 -3.9571 1.9084 0.000
F 7.2223 -4.1650 0.1927 0.000
N -3.9267 -1.3331 2.0747 0.000
S -2.9726 -1.9625 3.4532 0.000
O -3.2075 -3.3616 3.7104 0.000
O -2.6469 -1.0731 4.5769 0.000
F -1.6025 -1.8992 2.5813 0.000
S -5.0946 -1.1175 2.9648 0.000
O -5.2053 0.1528 3.7396 0.000
O -5.7069 -2.3268 3.5542 0.000
F -6.1470 -0.7834 1.8204 0.000
C 1.6679 0.2359 -1.0721 0.000
F 2.6091 0.2225 -2.0260 0.000
F 2.0173 0.7168 0.0751 0.001
F 0.6415 0.9534 -1.5416 0.000
S 0.9572 -1.5727 -0.8017 0.000
O 0.0319 -1.8387 -1.9252 0.000
O 2.1078 -2.4596 -0.8546 0.000
O 0.2368 -1.6756 0.4676 0.000
C 1.6590 4.0515 -0.2037 0.166
F 0.6931 3.3130 0.3280 0.040
F 2.4682 4.3854 0.8005 0.041
F 2.2862 3.5304 -1.2290 0.067
S 0.8053 5.6438 -0.8882 0.082
O 1.8310 6.4975 -1.4899 0.049
O -0.1635 5.1333 -1.8067 0.092
O 0.2205 6.2819 0.2992 0.461
O -2.3529 -1.4006 -0.1742 0.000
H -1.4955 -1.7243 0.1019 0.000
H -2.8666 -1.3633 0.6327 0.000
O 1.0452 -0.4516 3.3142 0.000
H 0.3061 -0.6747 2.7483 0.000
H 1.2201 -1.2530 3.8075 0.000

---

[17]
8
Properties=species:S:1:pos:R:3:mulliken_charge:R:1 method="wB97M-V/def2-TZVPD" lumo_ev="0.8 / 0.8" orbital_gap_ev="9.090 / 9.037" energy_ha=-278.1633 de_lowest_kj_mol=451.55 multiplicity=1
C 1.1316 0.5921 0.0256 -0.420
C -1.1744 -0.5735 -0.1511 -0.434
F 1.9004 -0.4059 0.4273 -0.231
F -2.0584 0.2182 0.4633 -0.222
H 0.5153 1.0652 0.8104 0.339
H 1.5928 0.8865 -0.8538 0.313
H -1.1521 -0.4779 -1.2965 0.298
H -0.7552 -1.3047 0.5749 0.357

---

[18]
8
Properties=species:S:1:pos:R:3:mulliken_charge:R:1 method="wB97M-V/def2-TZVPD" lumo_ev=1.1 smiles=CC(F)F orbital_gap_ev=12.459 energy_ha=-278.3086 de_lowest_kj_mol=70.04 multiplicity=1
C -0.7836 0.0512 -0.3692 -0.895
C 0.6534 -0.0538 0.2698 0.374
F 1.4605 0.9837 -0.1610 -0.266
F 1.2761 -1.1659 0.1304 -0.230
H -1.1088 1.1360 -0.1057 0.275
H -0.7553 -0.1969 -1.3673 0.323
H -1.2907 -0.8375 0.1087 0.273
H 0.5485 0.0832 1.4943 0.147

---

[19]
9
Properties=species:S:1:pos:R:3:mulliken_charge:R:1 method="wB97M-V/def2-TZVPD" lumo_ev=0.7 orbital_gap_ev=11.667 energy_ha=-353.4420 de_lowest_kj_mol=366.88 multiplicity=1
C -0.5012 -0.4967 0.4961 -0.193
C 0.4374 -0.0332 -0.2802 0.140
H -1.8240 0.9776 -0.4983 0.341
H -0.6469 0.0486 1.5190 0.201
H -0.6510 -1.7401 0.6275 0.255
H 0.0953 0.1447 -1.2293 0.328
O -1.8216 -0.2325 -0.2644 -0.572
F 1.5557 -0.6593 -0.1201 -0.233
F 0.4423 1.2825 0.1647 -0.265

---

[20]
9
Properties=species:S:1:pos:R:3:mulliken_charge:R:1 method="wB97M-V/def2-TZVPD" lumo_ev=0.8 smiles=CC(F)(F)S orbital_gap_ev=10.894 energy_ha=-676.5067 de_lowest_kj_mol=49.05 multiplicity=1
C -0.0436 -0.7200 0.8418 -1.166
C 0.2344 0.0471 -0.3727 0.817
F -0.7144 -0.2709 -1.4025 -0.307
F 1.4048 -0.3906 -0.9688 -0.256
S 0.1564 1.8611 -0.1808 -0.239
H 0.5694 -1.5742 0.8856 0.318
H 0.0790 0.0176 1.6242 0.362
H -1.0006 -1.1242 0.7430 0.313
H -0.6856 2.1539 -1.1698 0.159